1.
C27H27IrN4O4Te | ωB97M-V/def2-TZVPD

**HOMO energy (alpha / beta)**: -11.31 / -11.30 eV
**HOMO-LUMO gap (alpha / beta)**: 6.86 / 5.57 eV
**Net charge**: +1
**<S²>**: 0.760
**Lowest unoccupied orbital energy (alpha / beta)**: -4.45 / -5.73 eV
**Spin multiplicity**: 2

Geometry (Å):
Ir (0.70, -0.70, 0.66)
C (1.83, 2.75, -0.89)
C (0.82, 2.53, 0.17)
N (0.49, 1.39, 0.78)
C (-0.49, 1.68, 1.71)
C (-0.77, 3.01, 1.66)
N (0.07, 3.51, 0.69)
C (-1.72, 3.93, 2.35)
O (-2.49, 3.41, 3.27)
O (-1.73, 5.09, 2.01)
C (-1.01, 0.60, 2.57)
O (-1.86, 0.82, 3.42)
O (-0.47, -0.56, 2.34)
H (2.47, 1.88, -0.98)
H (2.45, 3.61, -0.64)
H (1.35, 2.94, -1.85)
H (0.08, 4.50, 0.46)
H (-2.32, 2.44, 3.40)
C (-4.40, -2.27, 0.92)
C (-3.29, -1.31, 1.34)
C (-3.05, -0.23, 0.31)
C (-4.00, 0.78, 0.21)
C (-3.88, 1.79, -0.73)
C (-2.81, 1.78, -1.62)
C (-1.84, 0.79, -1.56)
C (-0.77, 0.75, -2.61)
C (-1.03, -0.31, -3.68)
C (-1.96, -0.19, -0.57)
N (-0.92, -1.17, -0.41)
C (-1.14, -2.46, -0.57)
C (-0.25, -3.35, 0.01)
C (-0.01, -4.73, 0.02)
C (1.09, -4.92, 0.84)
C (1.50, -3.66, 1.31)
N (0.68, -2.72, 0.82)
H (-4.59, -3.01, 1.70)
H (-4.16, -2.81, 0.01)
H (-5.33, -1.73, 0.74)
H (-2.37, -1.87, 1.56)
H (-3.56, -0.83, 2.28)
H (-4.84, 0.78, 0.89)
H (-4.62, 2.57, -0.78)
H (-2.74, 2.55, -2.38)
H (0.21, 0.58, -2.14)
H (-0.71, 1.74, -3.08)
H (-1.07, -1.31, -3.24)
H (-0.25, -0.30, -4.44)
H (-1.99, -0.12, -4.17)
H (-2.03, -2.75, -1.12)
H (-0.59, -5.48, -0.48)
H (1.55, -5.86, 1.10)
H (2.31, -3.42, 1.98)
Te (2.29, -1.20, -1.32)
C (4.12, -0.46, -0.67)
C (4.32, -0.05, 0.65)
C (5.55, 0.43, 1.04)
C (6.59, 0.51, 0.12)
C (6.40, 0.11, -1.19)
C (5.17, -0.39, -1.60)
H (3.51, -0.12, 1.37)
H (5.71, 0.73, 2.07)
H (7.56, 0.89, 0.43)
H (7.21, 0.17, -1.91)
H (5.02, -0.71, -2.62)

=====

2.
C27H27N5O14V | ωB97M-V/def2-TZVPD

**HOMO energy**: -2.56 eV
**HOMO-LUMO gap**: 3.26 eV
**Net charge**: -1
**Lowest unoccupied orbital energy**: 0.70 eV
**Spin multiplicity**: 1

Geometry (Å):
O (-8.69, -5.09, -19.23)
V (-7.98, -6.14, -20.14)
O (-7.51, -5.44, -21.45)
O (-8.33, -8.26, -20.38)
C (-9.20, -9.17, -21.01)
C (-9.23, -10.69, -20.60)
O (-8.18, -11.55, -20.71)
H (-8.95, -9.18, -22.08)
H (-10.24, -8.80, -20.98)
H (-10.14, -11.04, -21.14)
H (-9.58, -10.82, -19.56)
C (-8.02, -11.77, -24.18)
N (-8.95, -12.89, -23.91)
O (-9.97, -13.00, -24.58)
O (-8.69, -13.62, -22.98)
H (-8.53, -11.18, -24.95)
H (-7.05, -12.03, -24.59)
H (-7.87, -11.19, -23.27)
C (-11.56, -12.51, -13.58)
C (-10.75, -11.40, -13.88)
C (-9.95, -11.40, -15.00)
C (-9.87, -12.53, -15.81)
C (-10.71, -13.62, -15.55)
C (-11.58, -13.56, -14.47)
N (-8.97, -12.60, -16.99)
O (-9.16, -13.51, -17.76)
O (-8.11, -11.75, -17.15)
H (-12.17, -12.60, -12.70)
H (-10.81, -10.63, -13.12)
H (-9.21, -10.62, -15.12)
H (-10.63, -14.53, -16.13)
H (-12.20, -14.42, -14.20)
C (-8.35, -7.17, -24.63)
C (-7.22, -7.97, -24.77)
C (-6.76, -8.28, -26.07)
C (-7.51, -7.81, -27.14)
C (-8.66, -7.07, -26.94)
C (-9.11, -6.66, -25.69)
N (-7.13, -8.11, -28.51)
O (-6.09, -8.70, -28.71)
O (-7.83, -7.74, -29.45)
H (-8.66, -6.81, -23.66)
H (-6.63, -8.35, -23.96)
H (-5.85, -8.86, -26.15)
H (-9.28, -6.81, -27.80)
H (-10.02, -6.11, -25.53)
C (-15.22, -14.72, -22.43)
C (-14.23, -13.94, -22.99)
C (-13.07, -13.61, -22.31)
C (-13.09, -13.77, -20.94)
C (-14.25, -14.27, -20.30)
C (-15.33, -14.76, -21.04)
N (-11.90, -13.60, -20.12)
O (-12.00, -13.24, -18.97)
O (-10.84, -13.81, -20.69)
H (-16.04, -15.09, -23.04)
H (-14.25, -13.64, -24.03)
H (-12.16, -13.27, -22.79)
H (-14.26, -14.46, -19.24)
H (-16.14, -15.26, -20.53)
C (-14.88, -6.63, -22.59)
C (-14.45, -5.64, -23.47)
C (-13.30, -4.93, -23.21)
C (-12.42, -5.45, -22.25)
C (-12.76, -6.56, -21.44)
C (-13.96, -7.15, -21.64)
N (-11.15, -4.76, -22.15)
O (-10.36, -5.18, -21.33)
O (-10.82, -3.85, -22.91)
H (-15.87, -7.06, -22.60)
H (-15.22, -5.36, -24.19)
H (-13.00, -4.04, -23.74)
H (-12.06, -6.93, -20.71)
H (-14.36, -7.98, -21.07)

=====

3.
C27H27N7O6 | ωB97M-V/def2-TZVPD

**HOMO energy**: -8.20 eV
**HOMO-LUMO gap**: 6.47 eV
**Net charge**: 0
**Lowest unoccupied orbital energy**: -1.73 eV
**Spin multiplicity**: 1

Geometry (Å):
C (6.56, -2.11, -1.06)
C (5.07, -1.88, -1.15)
C (4.20, -2.80, -0.58)
C (2.83, -2.62, -0.57)
C (2.08, -3.60, 0.29)
C (2.29, -1.53, -1.26)
N (0.87, -1.43, -1.40)
C (0.06, -0.43, -0.98)
N (-1.21, -0.81, -1.15)
C (-2.35, -0.04, -0.78)
C (-2.43, 1.34, -1.10)
C (-1.48, 1.99, -2.05)
C (-3.44, 2.09, -0.50)
C (-4.45, 1.50, 0.27)
C (-5.58, 2.30, 0.85)
C (-4.39, 0.13, 0.47)
C (-3.33, -0.65, 0.02)
C (-3.33, -2.07, 0.49)
C (-1.32, -2.15, -1.77)
C (0.12, -2.53, -2.00)
C (3.13, -0.56, -1.83)
C (2.61, 0.66, -2.52)
C (4.52, -0.75, -1.76)
H (7.09, -1.33, -1.61)
H (6.87, -2.10, 0.00)
H (6.80, -3.10, -1.47)
H (4.62, -3.69, -0.11)
H (1.00, -3.46, 0.32)
H (2.31, -4.62, -0.08)
H (2.44, -3.50, 1.34)
H (-1.63, 3.09, -2.02)
H (-0.43, 1.74, -1.80)
H (-1.67, 1.66, -3.09)
H (-3.48, 3.17, -0.65)
H (-6.22, 1.61, 1.41)
H (-5.21, 3.07, 1.54)
H (-6.15, 2.78, 0.05)
H (-5.19, -0.34, 1.03)
H (-3.99, -2.10, 1.38)
H (-3.79, -2.75, -0.25)
H (-2.34, -2.44, 0.81)
H (-1.77, -2.86, -1.09)
H (-1.93, -2.14, -2.68)
H (0.34, -2.63, -3.08)
H (0.40, -3.49, -1.53)
H (3.47, 1.23, -2.91)
H (1.97, 0.40, -3.37)
H (2.05, 1.32, -1.84)
H (5.19, 0.00, -2.19)
O (-1.46, 4.07, 5.14)
N (-0.95, 3.08, 4.65)
C (-0.78, 2.60, 3.36)
C (-0.19, 1.34, 3.47)
N (0.00, 0.98, 4.78)
O (-0.50, 2.04, 5.50)
C (0.23, 0.64, 2.26)
N (0.77, -0.70, 2.25)
O (1.05, -1.37, 3.24)
O (1.00, -1.15, 1.08)
C (0.12, 1.29, 1.02)
C (-0.27, 2.64, 1.01)
N (0.16, 3.68, 0.17)
O (0.87, 3.71, -0.83)
O (-0.30, 4.89, 0.75)
N (-0.95, 4.68, 1.97)
C (-0.84, 3.32, 2.14)
H (0.30, 0.70, 0.02)

=====

The evaluated energy above the lowest of the compared OMol25 structures with the same formula, charge and spin for the records listed, in turn: 0.00 133.11 0.00 kJ/mol.